1.
{"formula": "C5H7CrO4", "method": "ωB97M-V with the def2-TZVPD basis set", "e_homo_ev": [-8.192, -8.295], "s2": 4.1558, "multiplicity": 4, "relative_energy_ev": 0.1316, "orbital_gap_ev": [8.16, 8.43], "energy_ev": -41906.735, "species": ["O", "C", "O", "O", "C", "C", "O", "C", "C", "Cr", "H", "H", "H", "H", "H", "H", "H"], "coordinates": [[1.203, -1.121, -0.025], [3.344, 0.728, -0.228], [2.349, 1.263, -0.465], [-0.652, 1.717, 0.751], [-1.554, 1.545, -0.369], [-2.348, 0.280, -0.202], [-1.462, -0.856, -0.496], [-1.069, -1.751, 0.530], [0.357, -2.201, 0.206], [0.283, 0.531, -0.471], [-2.231, 2.407, -0.521], [-3.191, 0.222, -0.908], [-2.720, 0.126, 0.832], [-1.750, -2.617, 0.587], [-1.084, -1.229, 1.503], [0.310, -2.857, -0.688], [0.715, -2.823, 1.050]], "forces_ev_per_a": [[-0.26, 0.93, -0.35], [-1.94, 1.14, -0.46], [2.12, -0.95, 0.42], [-1.02, -0.75, -2.63], [0.48, 0.41, 2.81], [-0.67, -0.74, 0.37], [0.65, 1.19, -0.64], [0.12, -0.46, 0.91], [-0.30, -0.50, -0.22], [-0.55, -0.92, 0.94], [0.91, -0.12, -0.57], [0.30, -0.01, 0.20], [0.10, 0.27, -0.47], [0.11, 0.27, -0.09], [0.00, -0.09, -0.25], [0.04, 0.13, 0.28], [-0.07, 0.20, -0.24]]}

***

2.
{"formula": "C9H15Cl9O6", "method": "ωB97M-V with the def2-TZVPD basis set", "e_homo_ev": -10.816, "multiplicity": 1, "relative_energy_ev": 0.3344, "orbital_gap_ev": 11.12, "smiles": "COC(=O)OC.COC(=O)OC.ClC(Cl)Cl.ClC(Cl)Cl.ClC(Cl)Cl", "energy_ev": -134561.883, "species": ["C", "O", "C", "O", "O", "C", "H", "H", "H", "H", "H", "H", "C", "O", "C", "O", "O", "C", "H", "H", "H", "H", "H", "H", "Cl", "C", "Cl", "Cl", "H", "Cl", "C", "Cl", "Cl", "H", "Cl", "C", "Cl", "Cl", "H"], "coordinates": [[5.983, 1.545, 0.064], [5.346, 0.383, -0.426], [5.391, -0.715, 0.319], [5.718, -0.822, 1.506], [4.849, -1.600, -0.495], [4.593, -2.929, -0.064], [5.244, 2.448, 0.306], [6.705, 1.912, -0.683], [6.567, 1.213, 0.965], [3.705, -2.870, 0.590], [5.495, -3.439, 0.327], [4.310, -3.396, -1.048], [-3.569, 3.484, -2.313], [-3.669, 2.089, -2.576], [-3.098, 1.288, -1.665], [-2.410, 1.601, -0.708], [-3.392, -0.007, -1.978], [-2.937, -1.082, -1.196], [-3.897, 3.929, -3.194], [-2.502, 3.789, -2.108], [-4.115, 3.689, -1.412], [-2.035, -1.428, -1.601], [-3.678, -1.861, -1.245], [-2.754, -0.873, -0.125], [-1.923, 0.578, 3.519], [-2.745, 1.576, 2.346], [-2.900, 3.214, 2.832], [-4.321, 0.928, 1.807], [-2.130, 1.570, 1.506], [-3.062, -3.783, 0.497], [-3.484, -3.032, 2.114], [-2.350, -3.620, 3.373], [-5.185, -3.074, 2.377], [-3.125, -2.031, 2.030], [1.644, 1.653, -1.644], [0.979, 0.319, -0.701], [1.867, 0.047, 0.766], [0.995, -1.187, -1.585], [-0.109, 0.494, -0.475]], "forces_ev_per_a": [[0.26, 1.54, 1.49], [0.32, 1.26, -0.23], [-0.64, 0.16, 1.98], [-0.38, -0.10, -2.66], [0.54, -0.68, 0.04], [-0.58, -0.37, -1.17], [1.32, -2.29, -0.42], [-0.44, -0.24, 0.10], [-0.66, 0.86, -0.59], [0.68, -0.58, 0.03], [-0.68, 0.43, 0.17], [0.15, 0.04, 1.24], [2.34, -0.51, 1.51], [0.55, -1.26, 0.72], [0.34, -1.52, 0.37], [-0.58, 0.23, -1.00], [-0.64, 2.16, -0.50], [-0.31, 0.26, 1.41], [-0.84, 1.03, -1.17], [-0.98, -0.41, -0.33], [-0.57, 0.48, 0.17], [1.39, -0.65, -0.61], [-0.31, -0.07, -0.20], [-0.27, 0.43, -0.53], [-0.15, -0.37, 0.45], [-0.72, -0.47, 0.07], [-0.16, 0.95, 0.54], [0.23, -0.16, 0.37], [0.74, -0.05, -1.44], [-0.22, -0.05, 1.02], [1.62, -0.22, -0.91], [-0.89, -0.38, -0.14], [-0.05, -0.25, 0.45], [-0.40, 0.77, -0.26], [-0.15, -0.08, 0.10], [-1.44, 0.03, 0.07], [0.29, 0.34, 0.80], [-0.01, -0.56, -0.81], [1.27, 0.29, -0.14]]}

***

3.
{"formula": "C26H23N3O6", "method": "ωB97M-V with the def2-TZVPD basis set", "e_homo_ev": -8.711, "multiplicity": 1, "relative_energy_ev": 2.8469, "orbital_gap_ev": 7.94, "smiles": "Cc1ccc(C(=O)N/C(=C\\c2cccc([N+](=O)[O-])c2)C(=O)N[C@@H](Cc2ccccc2)C(=O)O)cc1", "energy_ev": -44089.676, "species": ["C", "C", "C", "C", "C", "C", "O", "N", "C", "C", "C", "C", "C", "C", "C", "N", "O", "O", "C", "C", "O", "N", "C", "C", "C", "C", "C", "C", "C", "C", "C", "O", "O", "C", "C", "H", "H", "H", "H", "H", "H", "H", "H", "H", "H", "H", "H", "H", "H", "H", "H", "H", "H", "H", "H", "H", "H", "H"], "coordinates": [[3.821, 6.162, 0.017], [3.011, 4.904, 0.041], [1.646, 4.953, 0.310], [0.888, 3.801, 0.319], [1.480, 2.562, 0.079], [0.602, 1.370, 0.101], [-0.573, 1.396, -0.207], [1.220, 0.203, 0.483], [0.536, -0.984, 0.655], [1.098, -2.203, 0.730], [2.507, -2.529, 0.590], [3.023, -3.660, 1.236], [4.362, -3.995, 1.150], [5.236, -3.210, 0.417], [4.726, -2.102, -0.246], [5.609, -1.254, -1.004], [6.720, -1.665, -1.254], [5.183, -0.163, -1.331], [3.381, -1.768, -0.185], [-0.944, -0.825, 0.934], [-1.333, -0.375, 1.989], [-1.746, -1.329, -0.024], [-3.177, -1.164, 0.033], [-3.614, 0.139, -0.686], [-5.048, 0.465, -0.395], [-6.038, 0.262, -1.346], [-7.362, 0.544, -1.056], [-7.710, 1.030, 0.192], [-6.728, 1.236, 1.147], [-5.406, 0.955, 0.855], [-3.843, -2.340, -0.649], [-3.326, -3.009, -1.506], [-5.089, -2.530, -0.223], [2.844, 2.508, -0.203], [3.592, 3.670, -0.224], [4.883, 5.943, -0.043], [3.632, 6.756, 0.910], [3.544, 6.767, -0.846], [1.177, 5.906, 0.509], [-0.172, 3.835, 0.520], [2.203, 0.228, 0.720], [0.448, -3.030, 0.977], [2.355, -4.274, 1.822], [4.731, -4.869, 1.664], [6.288, -3.436, 0.349], [3.028, -0.950, -0.792], [-1.367, -1.631, -0.909], [-3.475, -1.113, 1.084], [-2.956, 0.930, -0.322], [-3.451, 0.022, -1.759], [-5.771, -0.116, -2.324], [-8.123, 0.384, -1.806], [-8.743, 1.249, 0.419], [-6.995, 1.618, 2.122], [-4.639, 1.120, 1.598], [-5.518, -3.249, -0.715], [3.336, 1.579, -0.454], [4.645, 3.613, -0.456]], "forces_ev_per_a": [[-0.01, 0.03, -0.03], [-0.01, -0.12, 0.00], [0.06, -0.07, -0.02], [-0.03, -0.19, -0.01], [0.14, 0.45, -0.04], [0.06, -0.13, -0.12], [0.09, 0.18, 0.01], [0.38, 0.08, 0.07], [-0.10, -0.50, 0.04], [-0.53, 0.42, -0.11], [0.58, -0.14, -0.04], [-0.04, 0.17, -0.05], [-0.04, 0.04, -0.02], [0.09, 0.28, -0.24], [-0.78, -0.85, 0.77], [0.38, 0.37, -0.27], [0.21, -0.05, -0.07], [0.00, 0.28, -0.17], [0.17, -0.04, -0.10], [0.02, -0.40, -0.08], [-0.08, 0.22, 0.20], [-0.25, -0.37, -0.27], [-0.02, 0.19, 0.05], [0.01, -0.09, 0.28], [-0.05, 0.15, -0.13], [0.03, 0.07, 0.02], [-0.08, -0.02, -0.06], [-0.11, 0.01, 0.01], [-0.04, 0.02, 0.09], [0.01, -0.01, -0.09], [0.23, -0.23, -0.01], [0.12, 0.01, -0.14], [-0.49, 0.01, 0.36], [-0.26, -0.05, 0.04], [0.02, 0.10, 0.03], [0.07, 0.04, 0.00], [0.04, 0.07, 0.04], [0.04, 0.08, -0.03], [-0.06, 0.10, 0.04], [-0.09, 0.00, 0.00], [-0.19, 0.08, 0.04], [-0.15, -0.01, 0.03], [-0.08, -0.07, 0.07], [0.04, -0.06, 0.05], [0.04, -0.02, -0.01], [0.00, 0.05, 0.04], [0.12, 0.01, 0.11], [0.02, -0.03, -0.17], [-0.01, -0.06, -0.06], [0.06, 0.03, 0.00], [0.05, -0.04, -0.09], [-0.06, -0.01, -0.06], [-0.08, 0.02, 0.02], [-0.01, 0.03, 0.08], [0.11, 0.03, 0.11], [0.30, 0.09, -0.08], [0.04, -0.16, 0.00], [0.11, 0.02, -0.02]]}

***

4.
{"formula": "C3H8ClN3", "method": "ωB97M-V with the def2-TZVPD basis set", "e_homo_ev": -8.756, "multiplicity": 1, "relative_energy_ev": 0.3815, "orbital_gap_ev": 9.64, "smiles": "[H]/N=C(\\CCl)NNC", "energy_ev": -20232.194, "species": ["H", "N", "C", "C", "Cl", "N", "N", "C", "H", "H", "H", "H", "H", "H", "H"], "coordinates": [[-0.026, -2.526, 0.400], [-0.442, -1.652, 0.008], [0.465, -0.762, -0.051], [1.974, -0.987, 0.029], [2.625, -1.246, -1.610], [0.239, 0.601, -0.309], [-1.099, 0.843, -0.561], [-1.790, 1.515, 0.492], [2.502, -0.113, 0.405], [2.236, -1.855, 0.607], [0.819, 1.068, -0.980], [-1.548, 0.004, -0.790], [-1.277, 2.456, 0.831], [-2.761, 1.793, 0.199], [-1.918, 0.862, 1.331]], "forces_ev_per_a": [[-0.49, 0.76, -0.78], [0.56, -0.24, 1.10], [1.95, 0.90, -0.55], [-0.21, 0.03, 0.04], [0.05, -0.10, -0.32], [-1.17, -1.80, 0.88], [-0.07, 2.40, -1.21], [1.20, 0.87, 1.22], [-0.20, -0.05, 0.18], [-0.01, -0.28, 0.25], [0.56, -0.18, -0.19], [-0.67, -1.38, -0.40], [-0.27, -0.98, -0.47], [-1.27, 0.38, -0.76], [0.04, -0.32, 1.01]]}